Here is a structure of composition C35H32AsClHgN6O2P from the Open Molecules 2025 dataset. Energies are from ωB97M-V with the def2-TZVPD basis set.

```
79
Properties=species:S:1:pos:R:3:forces:R:3
H 0.11793 -3.05776 -5.13405 0.010 0.009 0.014
C 4.40176 -0.83884 0.91577 -0.031 0.085 -0.048
H -3.75171 -1.25430 -1.94849 0.015 -0.007 -0.027
H -1.01392 0.25774 2.95887 -0.025 0.035 -0.005
C 0.12417 -0.34207 -2.37424 -0.031 -0.031 0.075
H 4.51899 0.08144 0.35756 -0.014 -0.033 0.088
C -1.98007 -3.70096 0.69575 -0.022 -0.022 0.030
C 4.00023 -3.11506 2.35034 0.005 -0.062 0.034
H -4.80083 3.56139 -0.36398 0.012 -0.015 0.002
C 2.59479 4.01473 0.81670 0.134 0.224 -0.199
H -4.35112 -0.44215 0.86673 -0.037 0.023 0.015
C -4.13155 -1.48120 1.10810 -0.017 -0.014 0.026
N 1.76258 -2.44632 2.74297 0.184 -0.070 -0.068
C -0.18061 -0.00842 -3.69067 0.014 0.048 0.000
C 2.50457 2.05017 -2.19817 -0.025 -0.006 0.018
H -2.38638 0.84836 -2.62780 0.002 0.016 -0.005
H 6.05701 -3.55559 2.01775 -0.007 0.003 0.001
C 1.42766 4.85721 0.90414 0.240 -0.046 0.081
C -0.32958 -1.73594 3.34561 0.086 0.135 -0.113
H 0.73045 -1.91493 -1.05070 -0.025 -0.009 0.013
H -0.79993 2.70266 0.89858 0.013 0.033 0.006
H -2.93021 3.89401 1.22875 0.016 -0.018 -0.011
O -1.35918 -0.82907 0.23337 -0.163 -0.296 0.113
C 0.46718 -2.63198 -3.05646 -0.036 0.032 -0.016
H -4.96472 -2.12018 0.81516 0.004 0.012 0.010
H 3.36028 5.06810 -3.42949 -0.017 -0.029 0.039
C -3.70434 2.17926 -1.58802 0.025 -0.022 0.023
C -3.86502 3.03523 -0.50553 0.041 -0.024 -0.002
C 1.41039 4.52223 -2.71442 -0.069 -0.022 0.048
N 0.84533 -1.52188 2.61673 -0.147 0.041 0.117
H -0.38758 1.02379 -3.95150 -0.012 -0.022 -0.007
C 0.63079 3.51666 -2.15613 0.023 -0.028 0.041
N 0.49672 5.52891 0.97398 -0.012 -0.048 -0.054
H -3.56939 -2.11566 5.45229 0.013 -0.005 -0.006
H -0.89254 -3.71431 0.65385 0.017 -0.010 -0.008
H -2.39450 -4.46863 0.04398 0.006 -0.021 0.029
H -1.99296 -4.01544 5.22394 0.010 0.015 -0.006
C 0.46238 -1.65910 -2.06900 -0.004 0.012 0.015
H -0.44051 -0.71828 -5.69897 -0.009 0.010 0.018
P 0.18361 0.92170 -1.05544 0.269 0.065 -0.151
C 2.95741 -2.18990 2.13304 -0.015 -0.044 0.006
H -4.51787 2.02967 -2.28752 0.011 0.007 0.000
C -1.23348 -0.67749 3.45991 -0.052 0.001 0.023
H -2.29622 -3.86651 1.72379 0.026 -0.004 0.026
C 5.46727 -1.68058 1.11844 0.004 -0.037 0.004
C 5.24594 -2.85953 1.84486 -0.001 -0.025 0.008
H 6.44005 -1.42652 0.72226 -0.016 -0.013 0.016
H 0.97616 5.49750 -2.89383 -0.007 -0.038 0.003
C -0.61823 -2.94498 3.98676 0.019 -0.051 0.023
H -3.05931 0.02905 4.31350 0.004 0.007 -0.005
C -2.49836 1.51808 -1.78459 -0.028 -0.032 -0.041
C 1.15898 2.25496 -1.87975 0.020 -0.103 0.088
C -1.44989 1.70363 -0.89253 0.073 0.059 0.175
H -3.85582 -3.02241 -1.74981 -0.011 0.013 -0.030
C -1.61808 2.54931 0.20308 0.002 0.034 -0.046
C -3.19841 -2.15542 -1.68745 0.013 -0.002 -0.018
H 3.77705 -3.99248 2.94231 0.034 0.015 -0.022
C -2.67192 -2.01319 4.85575 0.024 -0.047 -0.013
C 2.74039 4.28496 -3.01125 0.034 0.002 -0.045
C 3.29181 3.03869 -2.75603 0.041 0.047 -0.007
O 1.42175 2.33977 1.60947 0.196 0.166 -0.045
C 3.82658 4.54278 0.28761 -0.273 -0.071 0.151
H -0.39769 3.73204 -1.90803 -0.069 -0.012 0.017
H -2.35264 -2.27554 -2.36255 0.017 0.000 -0.007
N 4.80223 4.97827 -0.13884 -0.053 -0.035 0.003
H 4.33497 2.84015 -2.96101 -0.024 -0.008 0.002
C -0.19774 -0.98650 -4.67863 0.020 0.027 0.035
C -2.81852 3.22037 0.38859 -0.023 -0.028 -0.024
Hg 1.18683 0.11194 1.17509 -0.248 -0.001 -0.566
C -1.78314 -3.07494 4.72812 0.007 -0.008 -0.017
As -2.56147 -1.96079 0.11910 0.202 0.220 -0.082
H -3.93625 -1.58016 2.17258 0.015 0.014 0.038
C -2.38357 -0.81208 4.21807 0.014 0.041 -0.052
N 3.16971 -1.09039 1.38214 -0.041 -0.008 0.178
C 0.12151 -2.29864 -4.36184 0.004 0.006 0.040
N 2.56274 2.75336 1.14291 -0.201 -0.056 0.104
Cl 3.26460 0.51680 -1.87488 -0.131 0.005 -0.069
H 0.08753 -3.75933 3.90364 -0.024 0.007 0.013
H 0.74493 -3.64946 -2.81033 -0.002 0.016 0.001
```
Forces are in eV/Å.

Output
Relative energy (zero: lowest compared OMol25 entry of this formula, charge and spin), kJ/mol: 0.0
HOMO-LUMO gap (alpha / beta), eV: 6.782 / 7.787
E_HOMO (alpha / beta), Eh: -0.23807 / -0.30533
Multiplicity: 2
E_tot, eV: -136671.3661

***

Here is a structure of composition C35H32Br2N8O3S4Y from the Open Molecules 2025 dataset. Energies are from ωB97M-V with the def2-TZVPD basis set.

```
85
Properties=species:S:1:pos:R:3:forces:R:3
C 19.53732 8.67196 15.60851 -0.374 -0.600 -1.319
Br 18.54998 4.95551 13.10059 -0.177 0.115 -0.160
N 15.65668 15.75934 10.05448 0.066 0.106 -0.273
C 10.04939 8.07918 12.88848 -0.841 -0.368 0.136
C 16.87014 12.92398 13.54371 -0.817 -0.315 0.249
C 11.57292 9.40264 16.64683 0.067 -0.367 0.264
S 15.00353 12.31088 10.38501 -0.677 0.493 0.028
H 18.88124 10.06509 18.45251 -0.610 -0.191 -1.296
C 15.73518 7.87339 13.55213 -0.694 0.172 -1.691
H 11.46338 8.16208 18.42407 1.115 -0.275 0.458
N 18.14498 13.03619 13.94766 -0.209 1.103 -0.736
H 12.14902 8.61920 9.79803 1.138 0.278 -1.532
H 18.48147 11.21618 17.06761 -0.096 -1.995 0.180
H 19.43943 18.08566 14.65745 -0.150 -1.147 0.252
H 18.59156 12.24596 14.36075 -0.019 -0.474 0.102
C 12.37350 15.44936 11.11563 0.477 -1.011 -0.513
C 15.91638 7.53903 11.23019 -0.206 -0.261 0.344
H 10.45523 8.03729 15.44580 -1.078 -1.149 0.429
C 9.49515 7.68049 11.70234 0.199 0.317 -1.984
H 15.08522 9.82364 6.55257 -0.079 1.039 -2.520
H 10.97135 9.90079 18.61340 0.210 -0.406 0.172
H 18.08955 14.35762 16.17300 0.169 -0.192 -0.043
C 14.50890 9.58345 8.51167 0.257 0.301 0.153
H 19.45320 7.86285 14.84451 -0.005 0.241 0.775
S 18.00494 8.75383 16.49324 -0.730 -0.059 0.586
H 19.61453 17.07142 12.42248 0.053 0.144 0.179
H 16.80082 6.54527 8.76750 -0.162 0.276 0.183
H 20.36613 8.44697 16.27490 0.182 0.442 -0.244
H 7.70269 7.30359 10.57894 0.147 -0.268 0.758
H 16.96878 6.61047 14.86626 -0.461 0.248 -0.579
H 18.86568 16.65353 16.61536 -0.032 -0.708 -1.035
C 18.93418 16.18671 15.59705 -0.377 1.998 2.791
H 9.86423 7.75326 9.55184 -0.148 0.071 0.127
H 12.73514 11.04480 17.40892 0.222 0.450 0.730
H 15.61736 8.70464 15.22885 -0.011 0.120 0.227
C 16.15367 7.41724 8.74703 -0.504 0.275 -1.462
O 9.63856 8.56708 17.74788 -0.727 -0.147 -0.105
C 8.16771 6.93985 11.52910 -0.462 2.607 0.526
H 19.55070 9.56282 14.98345 0.871 0.254 0.321
C 11.55360 8.47929 10.62991 -2.445 -0.465 3.492
C 15.95054 8.04462 7.49901 0.207 0.675 -0.045
H 9.49582 7.91994 13.78223 -0.404 -0.033 0.504
H 17.19724 10.44195 17.96013 0.863 -0.621 -0.361
C 19.25818 16.98685 14.55889 1.097 2.542 -1.716
N 11.53546 16.21025 11.27427 -0.669 0.566 0.404
C 18.70820 14.35202 14.13227 -0.653 -0.890 -0.084
C 14.63947 15.25448 10.23912 -0.672 -0.313 0.846
C 12.49076 10.45397 16.56578 0.149 -0.282 -1.926
C 16.86289 6.53095 11.41460 -0.411 0.553 1.637
C 19.14543 15.09576 13.07507 0.228 0.945 -1.139
C 19.37224 16.46637 13.28664 0.030 -0.966 -0.622
O 15.07360 8.62166 14.42703 0.370 -0.013 0.829
Br 16.91441 7.48265 5.99663 0.116 -0.297 -0.088
O 7.30766 7.07404 12.67301 0.885 -0.918 -0.712
S 16.11721 11.37594 13.84842 0.087 0.516 -0.370
C 10.97496 8.99991 17.98152 -1.365 0.657 -0.417
H 13.81489 11.57634 15.17620 -0.898 -0.972 0.302
N 12.07893 8.78556 11.85230 -0.438 0.593 -0.555
H 19.20454 14.68533 12.05757 0.037 0.063 0.545
C 13.53988 13.21815 10.86734 0.248 -0.629 0.496
S 12.32340 12.28474 11.69703 -0.567 0.346 -0.080
H 17.34914 5.99056 10.64288 0.186 -0.205 -0.585
C 13.44328 14.57681 10.74661 1.554 0.487 -0.757
N 14.71458 9.03774 9.70499 -0.357 -0.239 1.172
C 10.23360 7.99962 10.54289 0.991 -0.461 -0.089
H 13.87052 10.45224 8.55539 -0.064 0.172 -0.333
C 18.55097 14.92074 15.36940 -0.331 -1.735 1.050
C 13.06078 10.75825 15.32346 0.131 -0.686 -0.901
N 16.23603 14.01528 13.08744 -0.670 -1.925 0.622
H 6.85461 7.91131 12.65946 -0.184 0.508 -0.192
Y 14.06429 10.36258 11.98896 0.401 -0.294 0.132
C 18.21425 10.18822 17.54184 -0.306 2.485 1.296
H 16.73767 14.76368 12.71944 1.166 1.489 -0.457
C 17.21303 6.24479 12.74541 -0.115 -0.012 0.115
C 11.27787 8.67320 12.94047 1.189 -0.632 -0.392
C 15.51139 7.97259 9.83834 0.887 0.107 0.472
H 8.40744 5.92855 11.39708 0.075 -1.630 -0.006
C 11.20464 8.75581 15.48453 1.234 1.423 -1.045
H 9.22670 8.08195 18.49126 0.785 0.534 -0.426
C 11.78248 9.14627 14.25813 0.076 0.051 0.224
C 16.63059 6.87090 13.85104 1.051 -0.528 -0.225
N 12.75853 10.03586 14.16995 0.412 1.963 1.846
C 15.16768 9.19682 7.35022 0.036 -2.142 3.563
H 15.26901 14.01837 12.78839 0.120 -0.658 0.075
N 15.37651 8.18804 12.29121 0.408 -0.249 -0.576
```
Forces are in eV/Å.

Output
Relative energy (zero: lowest compared OMol25 entry of this formula, charge and spin), kJ/mol: 136.3
Net charge: +1
HOMO-LUMO gap, eV: 6.500
E_HOMO, Eh: -0.36512
E_tot, eV: -239345.1566

***

Here is a structure of composition C35H32BrHgN8O4S from the Open Molecules 2025 dataset. Energies are from ωB97M-V with the def2-TZVPD basis set.

```
82
Properties=species:S:1:pos:R:3:forces:R:3
H -3.30346 2.86293 1.92405 0.124 -0.054 0.052
C 3.17671 -2.42080 -2.26745 -0.379 0.520 0.109
C 0.19826 1.25984 2.76306 0.607 -0.244 0.322
H 0.20942 -1.26615 1.65172 -0.033 0.092 -0.018
N 3.78624 2.28187 0.41240 0.032 0.114 -0.040
C 3.31731 -3.52328 2.12057 0.125 0.181 0.148
C 1.95977 -3.01404 -1.94740 0.573 -0.108 -0.330
N 1.51791 1.02787 2.62290 -0.681 0.558 -0.083
C 0.44537 -0.28891 6.80627 -0.119 0.117 -0.164
C 1.92189 0.20630 -4.93208 -0.039 -0.062 -0.064
H 0.01384 -2.61623 -1.17063 -0.036 -0.092 0.020
C 2.42320 -0.02088 2.93132 -0.458 -1.783 -0.428
C -6.44598 1.79550 1.20718 -0.403 -0.050 -0.002
N 1.10341 -0.88447 -1.23898 0.491 -0.466 -0.197
C 2.16166 -4.02864 1.53415 -0.150 -0.692 -0.250
H -1.08460 -1.25864 4.51939 0.068 -0.043 -0.032
H 4.28229 -0.55623 -2.28718 0.005 -0.023 0.001
C 0.31610 1.67226 -3.78296 -0.058 -0.107 -0.385
C 2.34622 2.55157 -4.82385 -0.074 0.118 0.133
C -0.24549 0.40675 5.64171 0.117 -0.184 -0.135
H -1.60919 0.59902 3.15655 0.238 0.039 0.040
C 1.80224 3.36218 -0.79928 -0.676 -0.561 0.286
C -2.02787 -1.86602 -3.13089 -0.255 -0.253 -0.117
C -0.32378 -0.48425 4.39129 0.194 0.091 0.406
C 2.74088 1.26920 -5.21701 0.263 -0.287 -0.182
H 0.10660 -1.66161 -4.62243 -0.109 0.074 0.080
H -5.50056 -0.72991 -1.66483 0.135 0.092 0.010
H 4.23271 -1.82035 3.03073 0.033 0.044 0.025
C 2.28587 -0.34781 -1.54811 -0.548 0.128 0.421
H 2.03669 1.88584 2.45744 -0.146 -0.131 0.083
O 0.33717 1.70076 -0.41219 2.860 2.321 0.725
N -0.65049 0.27178 3.20034 -0.253 -0.089 -0.340
O -0.77398 1.90488 -3.15746 0.236 0.917 -1.517
Br 4.55313 -3.46558 -3.05397 0.003 0.031 0.062
H -4.19712 -2.04678 -2.99855 0.093 0.117 -0.038
H 2.12746 -5.05155 1.18150 -0.029 -0.095 -0.004
H -6.92028 0.35716 -0.29571 -0.045 -0.027 0.004
H -1.25150 0.72175 5.93400 -0.004 0.098 -0.048
O -2.49373 1.16035 0.22241 -0.726 0.267 1.041
N 0.59701 2.85387 -0.94673 -0.238 -0.479 0.360
H 2.39684 0.70875 -1.36673 -0.084 0.080 -0.017
H 0.63961 -0.97704 4.23900 -0.121 -0.063 0.060
C -0.11981 -0.76576 -4.01518 -0.599 -0.522 0.070
H 2.21122 -0.79578 -5.23195 0.005 -0.056 -0.032
C 1.05171 -3.20120 1.39851 -0.128 0.165 0.193
H -1.86204 -2.44460 -2.21357 0.018 -0.014 -0.054
H -5.65393 3.24587 2.57918 0.072 0.007 0.043
H 0.14524 -3.60868 0.96902 -0.116 0.017 -0.082
H 0.88381 3.73563 -3.81799 -0.055 0.066 0.019
C 0.97542 -2.19983 -1.43293 -0.155 0.574 0.130
H 1.45228 -0.58426 6.51683 0.093 -0.065 0.010
C -4.10547 2.30256 1.46385 0.084 0.205 0.094
C -5.40991 2.51092 1.82011 0.084 -0.035 -0.057
H 1.79204 -4.06988 -2.11145 -0.004 0.028 0.093
C -3.42950 -1.25248 -3.03715 -0.088 -0.374 -0.317
N -3.47780 -0.39504 -1.88984 -0.384 0.006 0.366
C 2.09542 4.58676 -1.42110 0.000 1.070 -0.556
H -3.59509 -0.65024 -3.94072 0.007 -0.091 0.029
H 3.68051 1.11921 -5.73167 0.019 -0.028 -0.040
C 0.71718 0.36552 -4.23259 0.234 0.599 0.108
C 3.34533 -2.22653 2.56810 0.523 -0.431 0.200
C 1.17712 2.74732 -4.14090 0.061 0.199 0.032
H -1.94668 -2.54703 -3.99787 -0.022 0.119 0.157
C -3.72875 1.36231 0.45656 -0.282 -0.168 -0.002
H 0.31975 1.30345 5.37952 -0.065 0.057 -0.021
C 2.89139 2.78152 -0.11436 0.407 -0.804 0.604
H 2.98171 3.39945 -5.05118 -0.006 0.046 0.029
H -0.10764 -1.17847 7.10569 0.005 -0.136 0.119
Hg -1.20617 0.77028 -1.41065 -1.648 -1.898 -0.677
C 2.23380 -1.36596 2.42335 0.286 1.341 0.299
S -0.38155 2.79350 2.50930 -0.421 0.983 -0.175
C 3.35439 -1.05817 -2.05498 0.338 -0.867 -0.237
C -6.13170 0.90073 0.21606 0.024 -0.004 -0.069
H 0.51880 0.38545 7.65929 0.011 -0.049 0.127
O 3.42489 0.31283 3.57777 0.824 0.490 0.466
C -4.80959 0.67496 -0.19756 0.104 0.434 0.493
N 2.41149 5.57842 -1.91787 -0.070 -0.063 0.011
C -4.59528 -0.20371 -1.29829 0.244 -0.466 -0.644
C 1.08077 -1.88384 1.80230 -0.412 -0.319 -0.247
H 4.18885 -4.15997 2.22844 0.063 0.032 0.002
N -1.10344 -0.77841 -3.19526 0.406 -0.132 -0.466
H -7.47657 1.96189 1.49761 0.006 -0.022 -0.014
```
Forces are in eV/Å.

Output
Relative energy (zero: lowest compared OMol25 entry of this formula, charge and spin), kJ/mol: 198.5
Net charge: -2
HOMO-LUMO gap (alpha / beta), eV: 3.049 / 6.318
E_HOMO (alpha / beta), Eh: 0.02573 / -0.09447
Multiplicity: 2
E_tot, eV: -141975.0685